This record from the OMol25 dataset describes a structure of composition C28H20Cl2CoN4O2 at a distorted geometry. The level of theory is wB97M-V/def2-TZVPD.

Calculated values
**LUMO level (alpha / beta)**: -0.5 / -0.6 eV
**Strongest force on any atom**: 1.42 eV Å⁻¹
**Kohn-Sham gap (alpha / beta)**: 6.94 / 7.00 eV
**Spin multiplicity**: 4
**Highest occupied orbital energy (alpha / beta)**: -7.433 / -7.631 eV
**Total charge**: 0

Each line ends with the natural charge from an NBO analysis.
Positions of all 57 atoms, in Å:
Co: -0.509 0.436 -0.261  1.31
O: 6.262 1.201 -0.285  -0.73
C: 5.652 0.429 0.467  0.75
O: 6.000 -0.463 1.255  -0.73
C: 4.085 0.642 0.437  -0.05
C: 3.267 -0.003 1.351  -0.14
C: 1.894 0.136 1.252  0.15
N: 1.331 0.883 0.286  -0.53
C: 2.116 1.509 -0.600  0.15
C: 3.499 1.414 -0.550  -0.20
C: 1.376 2.240 -1.637  0.20
C: 1.946 3.271 -2.382  -0.22
C: 1.184 3.933 -3.321  -0.14
C: -0.135 3.537 -3.514  -0.26
C: -0.631 2.511 -2.736  0.06
N: 0.087 1.879 -1.809  -0.51
C: 0.923 -0.540 2.128  0.20
C: 1.274 -1.450 3.122  -0.21
C: 0.280 -2.068 3.853  -0.14
C: -1.048 -1.737 3.613  -0.26
C: -1.316 -0.806 2.629  0.06
N: -0.369 -0.248 1.883  -0.51
H: 3.732 -0.623 2.105  0.24
H: 4.136 1.902 -1.276  0.25
H: 2.972 3.558 -2.198  0.24
H: 1.600 4.752 -3.891  0.23
H: -0.763 4.013 -4.254  0.23
H: -1.653 2.170 -2.859  0.20
H: 2.314 -1.673 3.311  0.24
H: 0.529 -2.799 4.612  0.23
H: -1.857 -2.182 4.175  0.23
H: -2.336 -0.496 2.419  0.20
C: -4.735 -0.627 -0.364  -0.27
C: -4.621 -1.988 -0.115  -0.14
C: -3.365 -2.565 -0.101  -0.25
C: -2.236 -1.779 -0.330  0.23
N: -2.356 -0.439 -0.493  -0.56
C: -3.573 0.099 -0.532  0.07
C: -0.874 -2.304 -0.499  -0.08
C: -0.555 -3.661 -0.416  -0.22
C: 0.725 -4.084 -0.726  -0.22
C: 1.675 -3.164 -1.151  -0.19
C: 1.364 -1.809 -1.194  -0.24
C: 0.102 -1.346 -0.834  -0.42
H: -5.700 -0.143 -0.425  0.23
H: -5.503 -2.593 0.048  0.22
H: -3.255 -3.624 0.078  0.23
H: -3.624 1.165 -0.715  0.19
H: -1.297 -4.387 -0.101  0.20
H: 0.983 -5.133 -0.650  0.21
H: 2.670 -3.494 -1.429  0.22
H: 2.137 -1.111 -1.502  0.20
Cl: -4.275 3.070 1.427  -0.02
C: -2.749 3.663 0.752  -0.39
Cl: -1.408 2.515 0.981  0.00
H: -2.491 4.576 1.274  0.24
H: -2.885 3.834 -0.309  0.22